## 1
Entry from the Open Molecules 2025 dataset: a molecular structure, C5H13NO (the ωB97M-V functional and the def2-TZVPD basis).

CARTESIAN COORDINATES (ANGSTROEM)
C -1.57928 0.48424 1.26237
C -0.55952 -0.70592 1.31123
C 0.82751 0.37729 2.02929
N 0.47993 -0.85810 2.44694
H -1.87079 0.82701 2.25768
H -1.14938 1.33374 0.73647
H -2.49089 0.17325 0.76214
H -1.21859 -1.56432 1.47133
H -0.11710 -0.78935 0.32325
H 0.52377 1.33713 2.43623
H 1.56959 0.35046 1.23969
H 0.04442 -0.87298 3.36465
C 0.26607 0.52536 -2.16961
O 0.69702 0.87069 -0.92482
C 1.16033 -0.51520 -2.82532
H 0.04984 1.42183 -2.76779
H -0.74839 0.08154 -2.06177
H 0.85370 -0.83492 -3.82186
H 1.06393 -1.44713 -2.25779
H 2.19785 -0.19460 -2.81232

## Properties
Expectation value of S²: 0.75
Frontier orbital gap (alpha / beta) (eV): 8.7 / 8.1
Multiplicity: 2
Net charge: +1

## 2
Entry from the Open Molecules 2025 dataset: 2 unconnected molecules or ions with the total composition C5H13NO (the ωB97M-V functional and the def2-TZVPD basis).

CARTESIAN COORDINATES (ANGSTROEM)
C -2.84014 0.55386 -1.05962
C -1.56110 0.00367 -0.54354
C -0.65709 0.80054 0.17891
N 0.59804 0.49606 0.38022
C 1.27282 -0.64590 -0.20120
C 1.47693 -0.54905 -1.70977
H -3.31494 1.12214 -0.25132
H -2.68773 1.26344 -1.86594
H -3.56068 -0.21560 -1.32841
H -1.54785 -1.06627 -0.38657
H -0.97793 1.77018 0.56374
H 1.08910 1.21016 0.90544
H 0.68729 -1.54052 -0.01476
H 2.21012 -0.78901 0.32435
H 2.18897 -1.33308 -1.97917
H 1.81240 0.42947 -2.05360
H 0.55936 -0.81991 -2.22392
H 1.03974 -0.37563 4.06515
H 2.53829 -0.16752 3.82136
O 1.67439 -0.14702 3.37863

## Properties
Expectation value of S²: 0.76
Frontier orbital gap (alpha / beta) (eV): 10.2 / 8.9
Multiplicity: 2
Net charge: +1

Which of them is the least stable? Correct choice: 1.

## 1
Entry from the Open Molecules 2025 dataset: 2 unconnected molecules or ions with the total composition C4H14NSi (the ωB97M-V functional and the def2-TZVPD basis).

CARTESIAN COORDINATES (ANGSTROEM)
C -0.78473 -2.51995 0.71392
C -1.08640 3.31685 -1.35432
C 0.88547 0.67194 -1.91690
C 0.92388 -1.41377 2.04936
N -0.19484 -1.22813 1.10886
Si 0.03954 1.83510 -0.69279
H -1.76656 -2.42713 0.42903
H -0.22129 -2.95474 -0.10093
H -0.71012 -3.31283 1.46309
H -1.18170 3.03639 -2.43843
H -1.94065 3.54863 -0.82469
H -0.46397 4.20553 -1.26570
H 0.23496 -0.20627 -2.22733
H 1.48511 1.07935 -2.75410
H 1.66751 -0.03851 -1.45162
H 1.86047 -1.01990 1.56197
H 1.04742 -2.52823 2.29810
H -0.98032 -0.73946 1.65042
H 0.21529 1.68594 0.72129
H 0.97092 -0.99082 3.03075

## Properties
Frontier orbital gap (eV): 6.8
Net charge: +1

## 2
Entry from the Open Molecules 2025 dataset: a molecular structure, C4H14NSi (the ωB97M-V functional and the def2-TZVPD basis).

CARTESIAN COORDINATES (ANGSTROEM)
C -0.29532 -1.19114 -2.23085
C 0.75591 -2.34465 -0.30291
C 1.68853 2.51295 0.41606
C -0.47878 -1.49979 -0.77631
N 0.27031 2.34121 0.72511
Si -0.40846 0.13081 0.40177
H -1.12930 -0.65310 -2.51506
H 0.45555 -0.38844 -2.36096
H -0.21858 -2.03671 -2.86808
H 0.57649 -3.45289 -0.46819
H 0.81981 -2.24336 0.84296
H 1.76022 -1.97962 -0.64404
H 2.27194 3.30814 0.92163
H 2.21646 1.54580 0.58746
H 1.82316 2.57806 -0.64846
H 0.02342 2.66262 1.61907
H -0.17006 2.85408 0.02180
H 0.91019 0.06848 1.06196
H -1.76470 0.46776 0.63394
H -1.31656 -2.10597 -0.68772

## Properties
Frontier orbital gap (eV): 9.0
Net charge: +1

Which of them is the least stable? Correct choice: 1.